Computed, not measured: a structure of composition C48H43Br3N6O4PRb in a non-equilibrium geometry, with ωB97M-V/def2-TZVPD.

Last column: Löwdin charge in e.
CARTESIAN COORDINATES (ANGSTROEM)
Rb -0.746 -0.734 1.075  0.6036
Br -2.536 -3.527 4.674  0.7007
Br -0.918 -5.861 8.088  0.6563
Br 3.307 0.536 3.081  -0.3551
P 1.420 1.863 0.018  1.0963
O -4.705 1.527 -0.192  -0.1342
O -1.685 2.942 2.737  0.1132
O -0.199 -1.442 -2.249  -0.1087
O -3.336 -0.788 0.574  -0.2392
N 0.976 -3.985 1.177  0.1101
N 5.349 -2.389 -2.725  0.1073
N -0.523 -1.656 4.329  0.0496
N -1.781 -3.538 -1.935  0.0192
N -0.212 -5.526 -0.103  0.1062
N -1.519 -3.050 -3.168  -0.0060
C -4.316 -0.161 -3.330  -0.1414
C -0.731 -2.391 -5.674  -0.0421
C -5.625 1.259 0.865  -0.0789
C 2.903 4.847 2.587  -0.0582
C -2.304 -0.959 5.734  -0.1408
C -1.627 0.190 5.959  -0.0521
C 1.607 3.320 1.294  -0.3040
C -0.256 4.022 -0.777  -0.0928
C -3.711 -0.703 -0.616  -0.3963
C -1.719 -1.804 4.842  -0.7484
C 2.971 2.827 -2.156  -0.0796
C -0.031 -0.299 -4.884  -0.0535
C 5.203 1.438 -1.267  -0.0909
C -0.746 -2.032 -3.245  -0.5742
C 5.269 2.166 -2.481  -0.1065
C 3.253 -4.351 -0.226  -0.0835
C -4.714 0.770 -2.377  -0.0758
C 3.286 -3.443 0.814  -0.0832
C 3.126 -1.027 -2.663  -0.0453
C 0.909 -4.762 0.151  -0.4611
C 0.508 3.543 2.180  -0.2071
C 0.714 4.362 3.254  -0.1016
C 1.839 4.989 3.492  -0.1069
C -1.433 4.492 -1.301  -0.0838
C -3.393 -1.684 -1.609  -0.1394
C -0.780 2.761 2.016  -0.1070
C 4.163 2.846 -2.888  -0.1210
C -2.668 -2.876 -1.276  -0.1518
C -4.449 0.477 -1.066  -0.2338
C -1.893 2.309 -2.150  -0.0395
C 0.634 1.518 5.834  -0.0274
C 2.927 2.046 -1.009  -0.3995
C 2.747 4.014 1.505  -0.1168
C 0.014 0.175 -6.161  -0.1188
C -0.752 1.830 -1.527  -0.1350
C 2.063 -5.035 -0.551  -0.0190
C 4.022 1.260 -0.580  -0.1322
C 0.038 2.625 -0.861  -0.4378
C 2.104 -3.308 1.503  -0.1415
C -0.714 -1.940 -6.998  -0.1121
C -0.451 -0.610 -7.237  -0.1316
C -3.723 -1.340 -2.945  -0.0640
C -1.494 -4.567 9.173  -0.6204
C -2.296 3.606 -1.949  -0.0681
C -0.448 -1.586 -4.590  -0.1689
C 4.345 -1.832 -2.676  -0.2766
C -0.365 0.361 5.482  -0.2347
C 0.145 -0.554 4.624  -0.1460
H -5.057 1.728 -2.622  0.0922
H 1.230 1.649 4.950  0.0049
H -0.004 4.396 4.064  0.1185
H -1.059 -2.574 -7.797  0.0826
H -2.033 0.924 6.667  0.1246
H -1.091 -3.443 -5.425  0.1237
H -0.478 -5.533 -1.086  0.0698
H 3.885 5.300 2.801  0.1093
H -3.200 3.947 -2.443  0.1025
H 3.850 0.603 0.288  0.0339
H -4.542 -0.054 -4.395  0.0865
H -0.591 0.750 -1.420  0.0690
H -5.192 0.783 1.689  0.0550
H 0.329 4.721 -0.272  0.0810
H 6.231 2.127 -3.050  0.1131
H 4.157 3.333 -3.864  0.0992
H -6.031 2.268 1.129  0.0940
H 4.204 -2.831 1.081  0.1251
H 2.086 3.396 -2.472  0.1099
H -2.433 1.653 -2.804  0.0950
H 3.399 0.033 -2.780  0.0642
H -3.231 -1.218 6.299  0.1153
H -0.968 -4.393 10.136  -0.0048
H 0.249 2.492 6.204  0.0788
H 0.230 0.400 -4.060  0.1168
H -2.307 -3.951 8.873  -0.0348
H 3.499 3.856 0.694  0.1185
H 6.138 0.955 -0.969  0.1064
H 1.959 5.646 4.390  0.1192
H 2.593 -1.049 -1.723  0.0748
H 0.211 1.274 -6.415  0.1139
H 1.976 -2.785 2.416  0.0785
H -1.705 5.573 -1.298  0.1100
H 1.272 1.089 6.597  0.0725
H -3.561 -2.092 -3.712  0.1015
H 1.156 -0.485 4.188  0.0110
H 1.968 -5.741 -1.421  0.1216
H -0.386 -0.075 -8.203  0.0903
H -2.866 -3.413 -0.355  0.0993
H -6.388 0.660 0.429  0.0757
H 4.062 -4.524 -0.834  0.0604
H 2.455 -1.404 -3.423  0.0740
H -1.060 -5.148 0.323  0.0784

Cartesian forces, eV/Å:
0.3 -0.4 -0.2
-0.1 -0.1 -0.3
0.4 -1.0 -0.9
-0.1 0.0 0.0
0.2 1.2 1.6
0.3 -0.1 0.6
-1.1 -0.3 0.2
0.1 0.7 -0.1
0.2 -0.1 1.8
-0.4 2.0 2.0
0.0 -0.2 0.0
-0.7 -0.7 -0.9
-0.8 0.4 0.4
-1.6 0.1 -0.3
-0.2 -1.2 -1.4
-0.4 -0.5 -1.0
-0.8 -2.2 -0.4
-0.1 2.0 -1.7
0.5 0.5 0.9
-2.0 -0.5 0.6
-0.3 1.6 2.0
-2.7 -1.9 0.0
-1.0 -1.1 -0.9
-0.6 0.4 -1.1
0.5 -1.6 0.3
0.3 -0.1 0.3
0.7 1.4 1.7
1.1 -0.5 -0.7
1.4 0.2 2.4
1.2 -0.8 1.1
-2.7 -0.7 -0.2
1.0 -1.6 0.5
1.0 1.1 0.5
0.3 0.3 0.0
0.7 -1.3 -0.4
1.4 -1.6 -2.0
-3.7 -1.3 1.3
4.3 2.6 0.7
-0.7 0.8 -0.3
-1.0 2.0 -1.4
1.3 0.6 0.5
-1.1 0.6 -1.5
0.7 -1.9 0.7
0.1 0.2 0.2
-0.5 -0.1 -0.4
-1.3 -0.8 0.2
-0.7 -0.1 0.3
1.9 0.0 -1.7
-0.8 1.6 -1.9
-2.2 -3.1 -1.1
1.6 0.0 -1.6
-0.6 0.9 0.0
2.6 3.8 1.9
-1.1 -1.3 -0.3
-0.6 0.1 0.3
1.6 1.3 0.1
0.0 -1.0 0.3
0.4 1.0 2.1
0.3 0.0 -1.0
-0.1 0.4 -1.7
0.0 0.4 0.2
1.6 3.3 0.3
1.1 -1.2 -0.9
-0.7 1.2 -0.3
0.5 0.4 -0.3
-0.6 0.1 -0.4
0.1 -0.3 -0.1
0.1 -0.2 -0.3
0.6 1.5 -0.5
0.4 0.0 0.0
-0.6 -0.1 -0.3
0.0 0.1 0.2
0.6 0.4 -0.3
0.1 0.2 0.3
0.0 0.1 -1.0
0.8 -0.8 1.3
1.3 0.7 0.7
-1.1 0.3 0.5
0.1 0.1 0.3
0.2 -0.9 0.1
-1.3 -0.9 -0.3
0.5 -0.3 0.1
-0.4 -0.3 0.1
-0.1 -0.5 -0.5
0.8 0.3 -0.9
-0.5 -0.2 -1.0
-0.2 -0.8 -0.3
-0.2 -0.7 -0.4
-0.4 0.2 -0.2
-0.1 0.3 1.2
-0.5 -0.1 0.1
-0.1 -0.8 -0.8
-0.1 -0.5 0.3
0.0 -1.7 0.7
0.3 0.9 0.6
0.4 -0.9 0.3
0.4 0.2 0.2
0.2 0.2 0.1
-0.4 0.2 0.2
0.5 0.8 1.0
-0.4 -0.9 0.2
-0.4 0.5 0.6
-1.0 -0.6 0.0
2.0 -0.3 -1.2
-0.3 0.2 -0.2
0.5 0.1 0.3

Summary:
LUMO energy (alpha / beta)   3.2991 / 2.7553 eV
Maximum force   5.07 eV/A
DFT total energy   -287672.953 eV
Gap between HOMO and LUMO (alpha / beta)   5.067 / 4.523 eV
Molar mass   1124.1 g/mol
Net charge   -2